*1*
{"formula": "C6H13N4", "method": "ωB97M-V/def2-TZVPD", "symbols": ["C", "N", "N", "N", "C", "C", "N", "C", "C", "C", "H", "H", "H", "H", "H", "H", "H", "H", "H", "H", "H", "H", "H"], "xyz": [[2.127, -0.140, 1.408], [0.840, -0.166, 1.415], [0.426, -0.803, 0.156], [-0.355, 0.195, -0.801], [-0.661, 1.522, -0.322], [-1.955, 1.415, 0.591], [-2.649, 0.225, 0.210], [-1.708, -0.347, -0.924], [1.527, -1.425, -0.562], [2.676, -0.751, 0.207], [2.771, 0.324, 2.146], [-0.424, -1.368, 0.338], [-0.874, 1.995, -1.282], [0.144, 1.972, 0.092], [-1.641, 1.277, 1.553], [-2.558, 2.406, 0.444], [-3.585, 0.184, 0.026], [-1.725, -1.418, -0.735], [-1.981, 0.049, -1.977], [1.334, -1.129, -1.634], [1.435, -2.550, -0.439], [3.298, -0.047, -0.290], [3.537, -1.420, 0.380]], "orbital_gap_ev": 9.2, "homo_ev": -12.607, "charge": 1, "smiles": "C1=N[N@@H+](N2CCNC2)CC1"}

***

*2*
{"formula": "C6H13N4", "method": "ωB97M-V/def2-TZVPD", "symbols": ["C", "C", "C", "C", "C", "C", "N", "N", "N", "N", "H", "H", "H", "H", "H", "H", "H", "H", "H", "H", "H", "H", "H"], "xyz": [[-1.840, 0.853, 0.228], [-0.750, 1.548, -0.430], [0.857, 0.314, -0.108], [-2.631, -1.087, 1.190], [0.155, -0.947, -2.060], [2.915, 0.028, 1.284], [-0.685, 2.535, -1.106], [-1.607, -0.304, 0.646], [1.094, -0.614, -1.007], [1.580, 0.585, 0.940], [-2.942, 1.386, 0.301], [-2.929, -1.771, 0.286], [-3.445, -0.356, 1.703], [-2.331, -1.625, 2.078], [-0.627, -0.120, -2.104], [0.780, -0.997, -2.981], [-0.195, -2.089, -1.848], [3.567, 0.302, 0.582], [2.791, -1.123, 1.554], [3.122, 0.653, 2.101], [0.063, 2.790, -1.688], [1.728, -1.421, -0.921], [1.331, 1.460, 1.357]], "orbital_gap_ev": 10.0, "homo_ev": -13.651, "charge": 1}

***

Energetically preferred structure: *2* | next structure: +0.479 eV

***

*1*
{"formula": "C4H5FN2O", "method": "ωB97M-V/def2-TZVPD", "symbols": ["N", "C", "C", "C", "F", "C", "N", "O", "H", "H", "H", "H", "H"], "xyz": [[2.242, -1.421, -0.554], [1.022, -0.789, -0.372], [-0.127, -0.778, -1.101], [-0.953, 0.161, -0.407], [-2.207, 0.498, -0.756], [-0.289, 0.652, 0.653], [-0.566, 1.561, 1.684], [0.963, 0.056, 0.679], [2.179, -2.271, -1.096], [2.743, -1.572, 0.322], [-0.380, -1.350, -1.997], [-1.356, 1.282, 2.260], [-0.668, 2.523, 1.342]], "orbital_gap_ev": 8.7, "homo_ev": -7.786, "smiles": "Nc1cc(F)c(N)o1"}

***

*2*
{"formula": "C4H5FN2O", "method": "ωB97M-V/def2-TZVPD", "symbols": ["N", "N", "C", "C", "O", "C", "F", "C", "H", "H", "H", "H", "H"], "xyz": [[-2.316, -0.091, -0.026], [-0.920, 0.004, -0.049], [-0.130, -1.110, -0.033], [1.201, -0.699, -0.014], [2.300, -1.458, -0.056], [1.166, 0.709, 0.014], [2.241, 1.542, -0.026], [-0.154, 1.141, -0.039], [-2.686, 0.506, -0.775], [-2.626, 0.274, 0.895], [-0.556, -2.098, 0.022], [3.061, -0.839, 0.140], [-0.580, 2.118, -0.053]], "orbital_gap_ev": 8.9, "homo_ev": -8.083, "smiles": "Nn1cc(O)c(F)c1"}

***

Energetically preferred structure: *1* | next structure: +1.100 eV

***

*1*
{"formula": "C7H13N2", "method": "ωB97M-V/def2-TZVPD", "symbols": ["C", "C", "C", "C", "C", "C", "C", "N", "N", "H", "H", "H", "H", "H", "H", "H", "H", "H", "H", "H", "H", "H"], "xyz": [[-0.876, 2.248, -1.467], [-0.458, -0.573, 0.765], [-2.798, -0.160, 1.593], [-2.146, 1.155, 1.645], [1.445, -2.761, -1.266], [0.423, 2.576, -1.451], [1.607, -1.709, -0.180], [0.331, -1.281, 0.271], [-1.349, -0.084, 1.531], [-1.498, 3.217, -1.366], [-3.285, -0.598, 2.440], [-3.165, -0.338, 0.523], [-2.035, 1.927, 0.873], [-1.999, 1.577, 2.636], [0.728, -2.581, -2.047], [2.497, -2.905, -1.544], [1.225, -3.850, -0.892], [0.903, 3.452, -1.056], [-1.259, 1.315, -1.802], [1.102, 1.732, -1.690], [2.153, -1.994, 0.747], [1.968, -0.865, -0.833]], "orbital_gap_ev": 9.8, "homo_ev": -13.590, "charge": 1}

***

*2*
{"formula": "C7H13N2", "method": "ωB97M-V/def2-TZVPD", "symbols": ["C", "C", "C", "C", "C", "C", "C", "N", "N", "H", "H", "H", "H", "H", "H", "H", "H", "H", "H", "H", "H", "H"], "xyz": [[-0.926, -1.737, -0.508], [-2.680, -0.189, 0.011], [-3.647, 0.651, 0.040], [0.318, -0.970, -0.206], [-0.054, 0.425, 0.333], [1.441, -1.938, 0.369], [-0.116, 1.469, -0.785], [-2.087, -1.218, -0.366], [1.126, 0.833, 1.161], [-0.971, -2.693, -0.924], [-4.615, 0.526, -0.510], [-3.368, 1.695, 0.338], [0.582, -0.726, -1.300], [2.330, -1.368, 0.253], [1.412, -2.839, -0.190], [1.200, -2.184, 1.417], [-0.795, 2.274, -0.589], [-0.679, 1.076, -1.689], [0.832, 1.767, -1.201], [1.404, 0.391, 2.171], [0.943, 1.817, 1.478], [2.005, 0.978, 0.752]], "orbital_gap_ev": [7.2, 7.2], "homo_ev": [-11.345, -11.346], "charge": 1}

***

Energetically preferred structure: *1* | next structure: +0.951 eV

***

*1*
{"formula": "C5H23N10O6", "method": "ωB97M-V/def2-TZVPD", "symbols": ["O", "H", "H", "H", "C", "O", "N", "N", "H", "H", "H", "H", "C", "O", "N", "N", "H", "H", "H", "H", "C", "O", "N", "N", "H", "H", "H", "H", "C", "O", "N", "N", "H", "H", "H", "H", "C", "O", "N", "N", "H", "H", "H", "H"], "xyz": [[0.276, 0.604, 0.132], [0.211, -0.261, 0.600], [0.654, 0.324, -0.752], [-0.628, 0.981, -0.051], [1.700, -2.785, 2.288], [1.802, -2.084, 3.299], [2.095, -2.369, 1.067], [1.278, -4.080, 2.382], [1.921, -3.024, 0.324], [2.410, -1.428, 0.852], [1.506, -4.732, 1.658], [0.747, -4.272, 3.211], [0.024, -0.212, -3.437], [0.647, 0.248, -2.465], [-1.311, -0.017, -3.525], [0.601, -0.818, -4.498], [-1.753, -0.462, -4.309], [-1.794, 0.671, -2.982], [1.600, -0.754, -4.567], [-0.053, -1.152, -5.177], [4.004, 0.773, -0.048], [2.968, 0.150, 0.210], [4.239, 2.019, 0.434], [4.866, 0.458, -1.044], [4.833, 2.685, -0.016], [3.841, 2.275, 1.322], [4.671, -0.449, -1.442], [5.683, 0.981, -1.278], [-2.080, -0.768, 2.580], [-1.305, -1.022, 1.659], [-2.179, 0.409, 3.218], [-2.960, -1.712, 3.051], [-3.070, 0.632, 3.624], [-1.508, 1.142, 3.080], [-3.516, -1.548, 3.867], [-2.968, -2.587, 2.560], [-2.981, 2.490, -0.679], [-1.811, 2.106, -0.566], [-3.376, 3.036, -1.866], [-3.871, 2.705, 0.334], [-2.772, 2.936, -2.659], [-4.308, 3.411, -1.840], [-4.857, 2.568, 0.219], [-3.474, 2.930, 1.229]], "orbital_gap_ev": 9.0, "homo_ev": -11.090, "charge": 1}

***

*2*
{"formula": "C5H23N10O6", "method": "ωB97M-V/def2-TZVPD", "symbols": ["O", "H", "H", "H", "C", "O", "N", "N", "H", "H", "H", "H", "C", "O", "N", "N", "H", "H", "H", "H", "C", "O", "N", "N", "H", "H", "H", "H", "C", "O", "N", "N", "H", "H", "H", "H", "C", "O", "N", "N", "H", "H", "H", "H"], "xyz": [[-1.647, -0.970, 0.722], [-1.090, -1.076, -0.053], [-1.214, -0.521, 1.453], [-2.336, -0.406, 0.363], [-1.474, -2.204, -4.005], [-0.662, -1.979, -3.107], [-2.792, -2.156, -3.831], [-1.161, -2.394, -5.191], [-3.284, -1.976, -2.968], [-3.305, -2.695, -4.514], [-0.153, -2.325, -5.203], [-1.772, -2.289, -5.988], [0.588, 0.848, 5.073], [-0.168, 1.030, 4.165], [1.557, 1.644, 5.563], [0.574, -0.161, 5.843], [2.186, 1.300, 6.274], [1.719, 2.579, 5.219], [-0.086, -0.901, 5.651], [1.179, -0.339, 6.632], [-4.696, 2.231, -2.081], [-4.015, 1.702, -1.202], [-5.720, 2.941, -1.795], [-4.266, 2.125, -3.313], [-5.932, 3.192, -0.840], [-6.272, 3.183, -2.606], [-4.805, 2.485, -4.087], [-3.434, 1.594, -3.533], [3.526, -2.497, 1.894], [2.463, -2.251, 1.377], [3.769, -2.403, 3.138], [4.624, -2.698, 1.259], [4.755, -2.187, 3.145], [3.073, -2.058, 3.784], [5.505, -2.619, 1.747], [4.696, -2.760, 0.253], [2.039, 1.944, -1.037], [0.860, 2.072, -0.979], [2.499, 0.891, -1.647], [2.981, 2.774, -0.639], [1.818, 0.159, -1.793], [3.485, 0.727, -1.503], [2.585, 3.676, -0.416], [3.805, 2.771, -1.224]], "orbital_gap_ev": 8.9, "homo_ev": -11.851, "charge": 1}

***

Energetically preferred structure: *1* | next structure: +4.708 eV